(1)
Formula: C34H32Br2Cl3F3GeMnN5O3Sb
Source: OMol25
Level of theory: wB97M-V/def2-TZVPD

Computed properties:
energy relative to the best compared isomer or geometry (same formula, charge and spin) = 0.000 eV
total charge = +2
electronic energy = -329541.7551 eV
2S+1 = 6
LUMO energy (alpha / beta) = -6.152 / -6.635 eV
HOMO level (alpha / beta) = -12.601 / -12.799 eV
expectation value of S² = 8.80
frontier orbital gap (alpha / beta) = 0.237 / 0.227 Ha

Each line ends with the Mulliken spin population.
CARTESIAN COORDINATES (ANGSTROEM)
Mn 2.04 -0.50 1.59  3.87
C 1.20 -3.00 -0.72  0.00
C 1.14 -3.38 0.73  -0.01
C 0.77 -4.69 1.09  0.00
C 0.66 -5.05 2.40  0.01
C 0.94 -4.11 3.42  -0.01
C 0.84 -4.34 4.82  0.02
Br 0.29 -6.03 5.46  0.00
C 1.13 -3.35 5.70  -0.01
C 1.55 -2.08 5.25  0.02
Br 1.91 -0.71 6.48  0.00
C 1.68 -1.83 3.91  -0.04
O 2.09 -0.65 3.40  -0.02
C 1.35 -2.84 2.99  -0.04
N 1.44 -2.49 1.66  0.10
H 2.23 -2.82 -1.03  0.00
H 0.65 -2.08 -0.90  -0.01
H 0.79 -3.80 -1.34  0.00
H 0.56 -5.40 0.30  0.00
H 0.36 -6.06 2.68  0.00
H 1.04 -3.52 6.77  0.00
N 3.90 0.53 1.54  0.04
C 3.91 1.37 0.32  -0.06
C 3.43 2.77 0.72  0.02
C 3.03 3.77 -0.37  0.00
C 4.13 4.27 -1.31  0.00
N 4.30 3.35 -2.43  0.00
C 4.72 3.69 -3.63  0.00
N 4.54 2.84 -4.65  0.00
N 5.31 4.87 -3.86  0.00
C 3.04 0.65 -0.73  0.02
O 3.10 0.96 -1.90  0.01
O 2.27 -0.29 -0.27  -0.01
H 4.03 1.09 2.38  0.00
H 4.65 -0.16 1.53  0.01
H 4.92 1.42 -0.10  0.00
H 4.22 3.21 1.33  0.00
H 2.56 2.65 1.37  -0.01
H 2.63 4.64 0.15  0.00
H 2.20 3.38 -0.97  0.00
H 5.07 4.39 -0.76  0.00
H 3.84 5.25 -1.70  0.00
H 3.90 2.41 -2.32  0.00
H 4.01 2.00 -4.52  0.00
H 5.04 2.96 -5.52  0.00
H 5.60 5.45 -3.09  0.00
H 5.53 5.17 -4.79  0.00
F -9.11 1.77 -0.52  0.00
C -7.86 1.35 -0.33  0.02
C -7.65 0.25 0.48  0.00
C -6.35 -0.18 0.67  -0.01
C -5.29 0.48 0.05  0.09
C -5.53 1.59 -0.76  0.00
C -6.83 2.03 -0.96  0.00
Sb -3.36 -0.24 0.36  0.54
C -2.07 0.90 -0.84  0.07
C -1.22 0.24 -1.72  0.00
C -0.27 0.95 -2.44  0.00
C -0.20 2.32 -2.25  0.02
F 0.74 3.01 -2.93  0.00
C -1.03 3.01 -1.39  0.00
C -1.97 2.28 -0.66  -0.01
C -3.31 -2.15 -0.54  0.12
C -2.55 -3.18 0.02  -0.02
C -2.51 -4.42 -0.60  0.02
C -3.23 -4.61 -1.76  0.00
F -3.18 -5.80 -2.36  0.00
C -4.00 -3.61 -2.33  0.01
C -4.04 -2.37 -1.70  0.02
H -8.49 -0.24 0.95  0.00
H -6.17 -1.04 1.31  -0.01
H -4.72 2.10 -1.26  0.00
H -7.05 2.88 -1.59  0.00
H -1.29 -0.83 -1.86  0.00
H 0.42 0.47 -3.12  0.00
H -0.94 4.08 -1.28  0.00
H -2.59 2.80 0.05  0.00
H -2.00 -3.02 0.94  -0.04
H -1.95 -5.25 -0.18  0.00
H -4.56 -3.81 -3.23  0.00
H -4.66 -1.59 -2.13  0.00
Cl -0.45 2.85 4.47  0.00
Ge -0.77 0.78 3.89  0.00
Cl 0.33 1.14 1.58  0.08
Cl -2.89 1.16 2.87  0.15

=====

(2)
Formula: C34H32BrCrNOP2S3
Source: OMol25
Level of theory: wB97M-V/def2-TZVPD

Computed properties:
total charge = +1
electronic energy = -188858.2101 eV
2S+1 = 2
LUMO energy (alpha / beta) = -2.809 / -2.648 eV
HOMO level (alpha / beta) = -10.599 / -10.109 eV
expectation value of S² = 0.79
frontier orbital gap (alpha / beta) = 0.286 / 0.274 Ha

Each line ends with the Mulliken spin population.
CARTESIAN COORDINATES (ANGSTROEM)
Cr 0.43 1.04 1.10  1.18
S 2.10 -0.68 1.45  0.01
P 0.84 -1.51 0.10  0.00
C -0.30 -0.26 -0.06  -0.18
P -1.15 0.72 -1.16  0.00
S -0.59 2.55 -0.47  0.00
C -2.92 0.46 -1.05  0.02
C -3.79 1.24 -1.81  0.00
C -5.16 1.04 -1.73  0.00
C -5.66 0.04 -0.89  0.00
C -4.80 -0.74 -0.14  0.00
C -3.43 -0.53 -0.22  -0.01
C -0.74 0.50 -2.90  0.00
C -1.15 -0.68 -3.53  0.00
C -0.77 -0.93 -4.83  0.00
C 0.00 -0.01 -5.53  0.00
C 0.40 1.17 -4.91  0.00
C 0.03 1.42 -3.59  0.00
C 1.66 -1.96 -1.44  -0.01
C 1.81 -3.29 -1.84  0.00
C 2.44 -3.58 -3.04  0.00
C 2.93 -2.56 -3.84  0.00
C 2.80 -1.23 -3.43  0.00
C 2.18 -0.94 -2.24  0.00
C 0.06 -3.01 0.72  0.00
C 0.47 -3.61 1.91  0.00
C -0.20 -4.72 2.39  0.00
C -1.28 -5.25 1.69  0.00
C -1.69 -4.65 0.50  0.00
C -1.02 -3.54 0.02  0.00
H -3.40 2.01 -2.47  0.00
H -5.83 1.65 -2.32  0.00
H -6.73 -0.12 -0.84  0.00
H -5.20 -1.51 0.51  0.00
H -2.75 -1.14 0.37  0.00
H -1.77 -1.39 -3.00  0.00
H -1.09 -1.85 -5.32  0.00
H 0.29 -0.21 -6.55  0.00
H 0.99 1.89 -5.45  0.00
H 0.35 2.33 -3.10  0.00
H 1.43 -4.09 -1.23  0.00
H 2.55 -4.61 -3.35  0.00
H 3.42 -2.79 -4.78  0.00
H 3.19 -0.43 -4.05  0.00
H 2.09 0.09 -1.92  0.01
H 1.31 -3.19 2.46  0.00
H 0.12 -5.19 3.32  0.00
H -1.80 -6.12 2.07  0.00
H -2.53 -5.06 -0.05  0.00
H -1.35 -3.08 -0.91  0.00
O 1.70 2.52 1.73  -0.01
S 3.02 2.90 1.05  0.00
C 4.28 2.62 2.30  0.00
C 4.21 3.82 3.23  0.00
C 4.14 5.03 2.30  0.00
C 3.09 4.70 1.24  0.00
H 5.23 2.57 1.77  0.00
H 4.07 1.64 2.73  0.00
H 5.07 3.85 3.90  0.00
H 3.31 3.75 3.85  0.00
H 5.11 5.18 1.83  0.00
H 3.88 5.95 2.83  0.00
H 3.28 5.15 0.26  0.00
H 2.08 4.95 1.55  0.00
Br -3.61 1.15 6.39  0.00
C -2.43 1.09 4.93  0.01
C -1.89 2.27 4.44  -0.01
C -1.04 2.18 3.35  0.03
N -0.73 1.01 2.79  -0.05
C -1.25 -0.12 3.27  0.03
C -2.11 -0.12 4.35  -0.01
H -2.13 3.23 4.87  0.00
H -0.59 3.06 2.92  0.00
H -0.96 -1.04 2.77  0.00
H -2.52 -1.05 4.72  0.00

=====

(3)
Formula: C34H32CsF5IP3Se
Source: OMol25
Level of theory: wB97M-V/def2-TZVPD

Computed properties:
energy relative to the best compared isomer or geometry (same formula, charge and spin) = 0.000 eV
total charge = 0
electronic energy = -151226.6561 eV
2S+1 = 1
LUMO energy = -0.249 eV
HOMO level = -6.621 eV
frontier orbital gap = 0.234 Ha

Each line ends with the Löwdin charge.
CARTESIAN COORDINATES (ANGSTROEM)
Cs -0.93 1.86 -1.01  0.54
I -0.50 -0.29 2.19  1.01
C 0.86 0.55 3.56  -0.60
C 0.29 0.94 4.74  -0.17
C 1.08 1.34 5.83  -0.07
C 2.43 1.25 5.74  -0.03
C 3.05 0.85 4.53  -0.16
C 4.46 0.73 4.50  -0.03
C 5.10 0.35 3.36  -0.06
C 4.36 0.18 2.18  -0.08
C 2.99 0.31 2.14  -0.31
P 2.22 0.46 0.46  0.96
C 3.62 1.10 -0.53  -0.39
C 3.79 2.49 -0.54  -0.10
C 4.81 3.07 -1.27  -0.08
C 5.66 2.28 -2.03  -0.08
C 5.49 0.90 -2.04  -0.07
C 4.48 0.32 -1.30  -0.09
C 2.14 -1.26 -0.17  -0.42
C 1.73 -1.45 -1.49  -0.12
C 1.68 -2.72 -2.04  -0.09
C 2.00 -3.83 -1.27  -0.09
C 2.38 -3.66 0.05  -0.08
C 2.45 -2.38 0.60  -0.09
C 2.28 0.56 3.37  -0.19
H -0.79 0.92 4.84  0.09
H 0.60 1.66 6.75  0.11
H 3.07 1.48 6.58  0.11
H 5.02 0.94 5.41  0.12
H 6.18 0.24 3.34  0.11
H 4.90 -0.01 1.26  0.10
H 3.12 3.11 0.04  0.10
H 4.94 4.15 -1.26  0.10
H 6.45 2.73 -2.61  0.10
H 6.15 0.28 -2.64  0.11
H 4.36 -0.76 -1.31  0.11
H 1.47 -0.59 -2.10  0.09
H 1.39 -2.84 -3.08  0.10
H 1.96 -4.82 -1.70  0.11
H 2.62 -4.52 0.66  0.11
H 2.77 -2.26 1.63  0.10
C -0.65 -0.95 -5.48  -0.31
P -1.49 -0.52 -3.91  0.79
C -3.09 0.08 -4.57  -0.31
C -1.99 -2.22 -3.38  -0.44
C -3.03 -2.24 -2.26  -0.43
P -2.44 -1.59 -0.63  0.75
C -1.72 -3.14 0.05  -0.31
C -4.03 -1.54 0.27  -0.29
H 0.27 -1.50 -5.28  0.02
H -0.38 -0.04 -6.02  0.03
H -1.29 -1.56 -6.13  0.04
H -3.54 -0.66 -5.24  0.05
H -2.93 1.00 -5.13  0.04
H -3.79 0.30 -3.76  -0.05
H -1.09 -2.74 -3.05  0.05
H -2.37 -2.74 -4.26  0.08
H -3.38 -3.26 -2.10  0.08
H -3.91 -1.64 -2.53  0.07
H -2.41 -3.98 -0.04  0.04
H -1.47 -3.01 1.11  -0.01
H -0.79 -3.38 -0.47  0.01
H -4.60 -2.47 0.15  0.05
H -4.62 -0.70 -0.11  0.00
H -3.85 -1.37 1.33  0.03
F -6.21 3.93 3.80  0.11
C -5.77 3.50 2.61  -0.15
C -6.55 2.67 1.84  -0.15
F -7.76 2.30 2.28  0.11
C -6.09 2.22 0.61  -0.27
F -6.90 1.41 -0.08  0.06
C -4.84 2.56 0.10  -0.57
Se -4.26 1.92 -1.59  0.44
C -4.09 3.40 0.92  -0.26
F -2.85 3.81 0.54  -0.03
C -4.52 3.87 2.15  -0.15
F -3.75 4.67 2.89  0.11

=====

(4)
Formula: C34H32F3N3O4PPdS2
Source: OMol25
Level of theory: wB97M-V/def2-TZVPD

Computed properties:
energy relative to the best compared isomer or geometry (same formula, charge and spin) = 0.000 eV
total charge = -1
electronic energy = -91034.8360 eV
2S+1 = 1
LUMO energy = 2.435 eV
HOMO level = -4.325 eV
frontier orbital gap = 0.248 Ha

Each line ends with the Löwdin charge.
CARTESIAN COORDINATES (ANGSTROEM)
Pd 1.35 0.62 1.31  0.61
N 2.09 1.99 -1.35  -0.08
P 2.14 0.38 -0.81  0.99
C 3.93 0.00 -0.92  -0.32
C 4.57 -0.22 -2.14  -0.09
C 5.94 -0.42 -2.20  -0.09
C 6.69 -0.41 -1.02  -0.10
C 6.06 -0.21 0.19  -0.08
C 4.69 0.00 0.25  -0.09
C 1.52 -0.59 -2.22  -0.34
C 0.70 -0.03 -3.20  -0.09
C 0.24 -0.81 -4.25  -0.09
C 0.56 -2.16 -4.32  -0.09
C 1.37 -2.72 -3.34  -0.08
C 1.84 -1.95 -2.30  -0.12
C 1.43 2.95 -0.62  -0.38
C 1.12 4.19 -1.18  -0.02
C 0.43 5.11 -0.42  -0.08
C 0.07 4.79 0.88  -0.07
C 0.43 3.55 1.37  -0.13
N 1.11 2.66 0.64  -0.01
H 2.36 2.24 -2.29  0.11
H 3.99 -0.24 -3.06  0.10
H 6.42 -0.58 -3.15  0.10
H 7.76 -0.58 -1.06  0.10
H 6.64 -0.21 1.11  0.10
H 4.19 0.16 1.20  0.08
H 0.39 1.00 -3.10  0.09
H -0.41 -0.37 -5.00  0.11
H 0.18 -2.77 -5.13  0.10
H 1.61 -3.78 -3.38  0.10
H 2.46 -2.40 -1.53  0.11
H 1.39 4.40 -2.21  0.11
H 0.17 6.07 -0.84  0.10
H -0.47 5.48 1.51  0.10
H 0.21 3.24 2.38  0.08
C -1.61 -3.66 1.15  -0.04
C -2.40 -3.00 0.06  -0.24
C -3.79 -3.00 0.08  -0.04
C -4.53 -2.31 -0.87  -0.07
C -3.86 -1.63 -1.88  -0.30
C -2.47 -1.65 -1.95  -0.05
C -1.75 -2.33 -0.98  0.00
S -4.75 -0.54 -2.94  0.62
O -6.12 -0.97 -3.00  -0.31
O -3.97 -0.37 -4.13  -0.30
N -4.77 0.91 -2.17  -0.14
C -3.49 1.50 -1.75  -0.22
C -3.07 1.16 -0.32  -0.09
C -1.54 1.07 -0.13  -0.67
O -0.81 1.29 -1.12  -0.06
O -1.17 0.76 1.03  -0.09
H -2.19 -4.46 1.62  0.07
H -1.34 -2.93 1.91  0.08
H -0.68 -4.07 0.77  0.08
H -4.31 -3.53 0.87  0.11
H -5.61 -2.29 -0.84  0.11
H -1.96 -1.12 -2.74  0.09
H -0.67 -2.31 -1.01  0.11
H -5.49 0.91 -1.46  0.11
H -3.56 2.58 -1.89  0.12
H -2.72 1.16 -2.44  0.10
H -3.47 0.19 -0.03  0.10
H -3.46 1.89 0.40  0.12
F 1.43 -2.14 0.69  -0.03
C 1.59 -1.30 1.79  -0.68
F 0.68 -1.76 2.69  0.04
F 2.80 -1.66 2.29  0.02
S 1.75 1.26 3.56  0.58
C 0.44 0.77 4.65  -0.66
C 0.72 0.71 6.02  -0.15
C -0.27 0.38 6.93  -0.12
C -1.55 0.07 6.49  -0.13
C -1.83 0.11 5.13  -0.10
C -0.85 0.46 4.21  -0.12
H 1.72 0.93 6.35  0.08
H -0.03 0.34 7.99  0.09
H -2.33 -0.19 7.21  0.08
H -2.83 -0.12 4.78  0.09
H -1.08 0.49 3.16  0.06

=====

(5)
Formula: C34H32F3N3O5W
Source: OMol25
Level of theory: wB97M-V/def2-TZVPD

Computed properties:
energy relative to the best compared isomer or geometry (same formula, charge and spin) = 0.008 eV
total charge = 0
electronic energy = -60464.6515 eV
2S+1 = 1
LUMO energy (alpha / beta) = -0.921 / -0.596 eV
HOMO level (alpha / beta) = -6.550 / -7.375 eV
frontier orbital gap (alpha / beta) = 0.207 / 0.249 Ha

Each line ends with the Löwdin charge.
CARTESIAN COORDINATES (ANGSTROEM)
W -0.62 0.33 -0.02  1.52
O -2.74 -4.20 3.20  0.14
C -1.91 -3.49 3.95  -0.50
O -1.64 -3.78 5.09  0.11
C -1.33 -2.26 3.34  -0.03
C -0.45 -1.42 4.00  0.04
N -0.10 -0.44 3.15  0.07
N -0.72 -0.59 1.97  -0.04
C -1.46 -1.68 2.07  -0.13
C -2.21 -2.05 0.82  -0.54
O -2.94 -3.03 0.82  0.10
O -1.98 -1.27 -0.18  -0.15
H -2.86 -3.81 2.29  0.07
H -0.08 -1.48 5.01  0.15
H 0.48 0.37 3.32  0.17
F -0.29 -1.07 -9.49  0.14
C 0.56 -0.17 -8.94  -0.58
F 1.80 -0.59 -9.24  0.13
F 0.36 0.99 -9.58  0.13
C 0.36 -0.06 -7.46  -0.13
C -0.09 1.12 -6.88  -0.01
C -0.27 1.19 -5.51  -0.02
C -0.01 0.09 -4.70  -0.25
C 0.43 -1.10 -5.30  -0.02
C 0.61 -1.17 -6.66  -0.01
C -0.20 0.16 -3.28  -0.09
C -0.38 0.26 -2.08  -0.15
H -0.29 1.98 -7.50  0.12
H -0.62 2.11 -5.05  0.12
H 0.63 -1.96 -4.67  0.12
H 0.96 -2.09 -7.12  0.12
C -4.26 0.93 1.18  -0.05
C -4.31 1.93 0.01  -0.36
C -4.08 1.27 -1.35  -0.05
C -3.43 3.14 0.25  -0.14
C -4.05 4.37 0.40  -0.04
C -3.33 5.53 0.63  -0.07
C -1.95 5.46 0.72  -0.04
C -1.27 4.26 0.58  -0.14
C 0.25 4.28 0.70  -0.36
C 0.75 3.48 1.90  -0.07
C 0.95 3.90 -0.61  -0.05
C -2.02 3.09 0.34  -0.20
N -1.37 1.87 0.19  -0.13
H -4.87 0.06 0.95  0.09
H -4.64 1.39 2.09  0.08
H -3.24 0.59 1.37  0.04
H -5.33 2.32 -0.01  0.12
H -3.11 0.78 -1.43  0.03
H -4.14 2.01 -2.15  0.09
H -4.84 0.51 -1.53  0.08
H -5.13 4.42 0.33  0.11
H -3.83 6.48 0.75  0.10
H -1.37 6.36 0.91  0.11
H 0.50 5.32 0.89  0.12
H 0.51 2.42 1.80  0.03
H 0.30 3.86 2.82  0.08
H 1.84 3.58 1.99  0.08
H 0.71 2.89 -0.94  0.04
H 2.03 3.98 -0.49  0.08
H 0.65 4.58 -1.41  0.08
C 3.64 0.71 0.78  -0.01
C 2.39 -0.03 0.46  -0.37
O 1.33 0.63 0.23  -0.21
C 2.30 -1.48 0.48  -0.17
C 1.23 -2.11 -0.18  -0.06
C 1.03 -3.48 -0.06  -0.06
C 1.90 -4.24 0.71  -0.07
C 2.99 -3.63 1.33  -0.07
C 3.20 -2.27 1.21  -0.03
H 3.51 1.77 0.56  0.08
H 4.49 0.32 0.22  0.09
H 3.89 0.62 1.85  0.09
H 0.62 -1.56 -0.89  0.06
H 0.20 -3.95 -0.57  0.12
H 1.75 -5.30 0.81  0.11
H 3.68 -4.22 1.92  0.11
H 4.04 -1.80 1.71  0.11

=====

(6)
Formula: C34H32F5IrN6O
Source: OMol25
Level of theory: wB97M-V/def2-TZVPD

Computed properties:
energy relative to the best compared isomer or geometry (same formula, charge and spin) = 2.934 eV
total charge = 0
electronic energy = -63188.2249 eV
2S+1 = 1
LUMO energy = -0.551 eV
HOMO level = -6.792 eV
frontier orbital gap = 0.229 Ha

Each line ends with the Löwdin charge.
CARTESIAN COORDINATES (ANGSTROEM)
Ir 0.38 0.11 0.06  1.37
C -0.99 -3.91 -0.40  -0.20
C 0.43 -3.91 0.14  -0.18
C 1.36 -2.90 -0.57  -0.21
N 1.63 -1.71 0.19  -0.05
C 2.57 -1.69 1.11  -0.23
C 3.27 -2.85 1.51  -0.01
C 4.23 -3.05 2.48  -0.08
C 4.72 -2.17 3.43  -0.11
C 4.40 -0.83 3.56  -0.08
C 3.64 -0.03 2.73  -0.02
C 2.89 -0.33 1.58  -0.24
N 2.36 0.61 0.82  -0.09
C 2.76 1.99 0.91  -0.24
C 2.10 2.80 -0.19  -0.18
C 2.21 2.14 -1.56  -0.23
N 1.16 1.15 -1.72  -0.08
C 0.98 0.55 -2.88  -0.25
C 1.85 0.70 -3.98  -0.02
C 1.71 0.33 -5.31  -0.09
C 0.59 -0.15 -5.97  -0.12
C -0.64 -0.45 -5.40  -0.09
C -0.98 -0.54 -4.07  -0.02
C -0.20 -0.33 -2.90  -0.25
N -0.52 -0.85 -1.74  -0.10
C -1.68 -1.73 -1.62  -0.24
C -1.68 -2.54 -0.32  -0.20
H -1.57 -4.65 0.17  0.11
H -0.98 -4.26 -1.44  0.11
H 0.85 -4.92 0.04  0.11
H 0.41 -3.67 1.21  0.11
H 0.89 -2.58 -1.50  0.10
H 2.30 -3.38 -0.86  0.11
H 3.01 -3.74 0.96  0.09
H 4.61 -4.06 2.55  0.11
H 5.43 -2.57 4.15  0.09
H 4.83 -0.32 4.42  0.11
H 3.59 1.02 3.02  0.09
H 3.85 2.04 0.80  0.13
H 2.51 2.44 1.88  0.12
H 2.57 3.79 -0.22  0.11
H 1.04 2.95 0.05  0.08
H 3.20 1.68 -1.66  0.12
H 2.10 2.90 -2.33  0.12
H 2.80 1.17 -3.74  0.09
H 2.58 0.52 -5.92  0.10
H 0.68 -0.28 -7.04  0.09
H -1.43 -0.70 -6.10  0.11
H -2.01 -0.83 -3.87  0.09
H -1.71 -2.42 -2.47  0.12
H -2.59 -1.12 -1.66  0.11
H -2.73 -2.69 -0.03  0.11
H -1.20 -1.95 0.46  0.06
N -6.49 3.05 0.61  0.18
C -5.49 3.37 -0.25  -0.49
O -5.61 4.25 -1.08  0.07
C -4.22 2.57 -0.15  -0.11
C -4.06 1.44 0.65  0.02
C -2.88 0.72 0.57  -0.12
N -1.88 1.06 -0.24  0.00
C -2.01 2.16 -0.98  -0.09
C -3.16 2.94 -0.96  0.03
H -7.34 3.58 0.54  0.12
H -6.39 2.40 1.37  0.09
H -4.83 1.09 1.32  0.11
H -2.73 -0.17 1.17  0.12
H -1.18 2.41 -1.62  0.11
H -3.25 3.82 -1.58  0.13
F -0.64 2.93 1.60  0.05
C -0.72 1.90 2.47  -0.25
C -0.29 0.64 2.08  -0.13
C -0.40 -0.33 3.07  -0.25
F -0.03 -1.60 2.79  0.06
C -0.89 -0.10 4.34  -0.15
F -0.95 -1.07 5.25  0.11
C -1.34 1.17 4.66  -0.15
F -1.86 1.42 5.86  0.12
C -1.26 2.18 3.72  -0.15
F -1.69 3.40 4.01  0.11